1.
Below is a molecular structure, C3H8N4O at a distorted geometry, with properties calculated with wB97M-V/def2-TZVPD.

Geometry as XYZ:
```
16
Properties=species:S:1:pos:R:3:forces:R:3:lowdin_charge:R:1
C 0.678970 -2.171555 -1.261522 -1.18 0.04 3.91 -0.125
C 0.841021 0.202594 1.093370 0.01 -0.40 -5.18 -0.184
C -1.320273 1.378098 0.866386 3.91 -0.03 -0.78 -0.253
H 1.747554 -2.436311 -1.187295 -0.76 -0.03 -0.35 0.066
H 0.156083 -2.438667 -2.126251 -0.50 -0.82 -1.42 0.025
H 0.084289 -2.672791 -0.199996 1.76 1.10 -3.39 0.149
H -0.535121 -0.446405 -1.180397 2.99 -0.09 0.72 0.152
H 1.525622 0.369014 1.801254 2.41 -0.20 3.17 0.082
H 0.557573 2.950106 -0.535335 0.80 -1.53 5.58 0.257
H -1.703709 2.406914 0.796299 -0.27 -0.60 0.04 0.132
H -2.806705 -0.007051 0.626178 3.53 1.12 1.44 0.134
N 0.563836 -0.675255 -1.100291 -2.62 -1.30 0.58 -0.115
N 1.122590 -0.583616 0.123142 1.35 -0.55 1.88 -0.031
N 0.102641 1.274802 0.732406 -3.73 7.01 -0.14 -0.193
N -1.695720 0.198941 0.875176 -7.09 -3.17 -1.12 0.039
O 0.681350 2.651182 0.676876 -0.61 -0.55 -4.93 -0.135
```
Forces are in eV/Å.

Calculated values
- HOMO level (Eh) = -0.314
- lowest unoccupied orbital energy (eV) = 0.29
- total charge = 0
- relative energy (zero: lowest compared OMol25 entry of this formula, charge and spin) (kJ/mol) = 842.60
- frontier orbital gap (eV) = 8.84

---

2.
Below is a molecular structure, C21H29N8O3PS8Y at a distorted geometry, with properties calculated with wB97M-V/def2-TZVPD.

Geometry as XYZ:
```
71
Properties=species:S:1:pos:R:3:forces:R:3:lowdin_charge:R:1
Y 0.877346 -0.456620 0.105372 0.65 0.78 -0.20 0.785
N -0.594276 2.730598 3.312321 -0.19 -0.06 -0.07 0.109
C -1.965348 2.854813 3.439378 0.19 0.08 0.10 -0.251
C -2.516196 3.703750 4.398920 -0.02 0.00 0.01 -0.049
C -3.894373 3.838308 4.535928 0.11 0.02 0.02 -0.135
C -4.742143 3.118802 3.708957 0.03 -0.08 -0.09 -0.135
C -4.193792 2.271402 2.748439 -0.08 -0.02 -0.02 -0.125
C -2.819428 2.132889 2.601392 -0.13 -0.03 -0.01 -0.453
S -2.184930 1.084577 1.357844 0.07 0.06 -0.08 0.895
N -0.493968 1.161728 1.499851 -0.16 -0.22 0.02 -0.376
C 0.104469 1.923703 2.401181 -0.26 0.11 0.01 -0.369
C 1.514126 1.965394 2.457247 0.15 -0.02 0.01 -0.232
C 2.243470 2.765589 3.384776 0.07 -0.03 -0.06 -0.056
C 3.608118 2.824722 3.314583 -0.03 -0.02 -0.03 -0.122
C 4.280078 2.097608 2.317430 -0.07 -0.04 -0.04 -0.095
C 3.516564 1.304611 1.473872 -0.05 0.10 0.13 -0.204
N 2.190152 1.192296 1.532667 -0.02 -0.01 -0.03 -0.015
H -0.040917 3.293159 3.924299 0.05 0.06 0.04 0.097
H -1.847599 4.264881 5.045552 -0.02 -0.01 -0.01 0.101
H -4.296770 4.504277 5.290757 0.02 -0.01 -0.01 0.084
H -5.818103 3.209612 3.805111 0.05 -0.01 -0.02 0.085
H -4.846209 1.699923 2.091330 0.07 0.06 0.07 0.100
H 1.744553 3.335579 4.157797 0.01 0.00 0.01 0.081
H 4.157543 3.434768 4.023479 0.00 0.00 0.00 0.087
H 5.356246 2.120394 2.208521 -0.05 0.00 0.01 0.083
H 3.993589 0.731700 0.695176 0.03 -0.09 -0.03 0.004
C -1.402478 3.437585 -5.303932 -0.02 0.02 -0.09 -0.085
C -0.360909 3.034628 -4.279914 -0.08 -0.07 -0.04 -0.333
O -0.768772 1.807292 -3.675164 0.00 0.12 -0.07 -0.367
P -0.755269 1.697839 -2.048520 -0.33 0.25 -0.38 -0.178
S -1.392113 -0.144654 -1.711263 0.35 0.18 0.19 0.279
S 0.916281 2.394272 -1.315014 0.04 -0.43 0.12 0.281
O -1.897877 2.791282 -1.662726 -0.03 0.00 -0.05 -0.373
C -3.269086 2.497230 -1.920886 0.04 0.02 0.08 -0.351
C -4.039033 3.795472 -1.818357 -0.07 0.05 0.05 -0.082
H -1.085304 4.342283 -5.834923 -0.04 -0.08 0.04 0.069
H -2.361174 3.636947 -4.817703 0.06 -0.01 -0.02 0.062
H -1.549008 2.636366 -6.034194 0.01 0.07 0.06 0.074
H -0.234106 3.814471 -3.528669 -0.01 0.02 0.06 0.081
H 0.610950 2.876802 -4.750139 0.04 -0.04 -0.01 0.113
H -3.615135 1.775933 -1.178860 -0.01 -0.05 0.01 0.073
H -3.383900 2.040794 -2.908767 0.04 0.03 -0.03 0.104
H -3.936035 4.216728 -0.814416 0.00 -0.04 -0.09 0.076
H -5.101661 3.623438 -2.019026 0.08 0.02 0.02 0.070
H -3.659383 4.526640 -2.536540 -0.03 -0.03 0.02 0.066
S 2.600724 -2.382088 1.457529 -0.03 0.13 -0.18 -0.113
S 4.552732 -1.954689 0.925463 0.04 0.07 0.00 -0.182
S 4.561603 -1.753580 -1.140946 0.01 0.04 0.02 -0.187
S 3.186329 -0.260525 -1.605177 0.21 -0.06 0.04 -0.132
O -1.683469 -3.191133 2.988978 -0.19 -0.32 0.03 -0.593
S -1.104435 -1.928702 2.525535 0.15 0.24 0.18 0.621
N -0.410127 -1.859475 1.237225 -0.46 -0.64 0.31 -0.581
C 2.959717 -6.001814 -0.068756 0.01 0.00 0.01 -0.076
C 2.151750 -6.628119 -1.206122 0.00 0.09 0.09 -0.419
C 0.762243 -7.047085 -0.732826 -0.05 0.02 0.01 -0.083
C 2.082966 -5.698059 -2.419678 -0.13 0.20 0.13 -0.119
N 1.327999 -4.476969 -2.166355 -0.16 -0.60 -0.26 -0.102
C 1.733035 -3.362583 -1.571667 0.03 0.02 0.10 -0.239
N 0.708925 -2.557013 -1.482288 -0.56 0.12 -0.26 -0.075
N -0.346805 -3.192594 -2.061603 0.59 -0.46 0.31 -0.015
N 0.009063 -4.364905 -2.460589 0.24 0.60 0.11 0.047
H 3.076744 -6.714865 0.752167 -0.01 0.04 -0.04 0.077
H 2.474162 -5.111302 0.344156 0.02 -0.05 -0.02 0.038
H 3.958950 -5.698834 -0.399071 -0.07 -0.03 0.01 0.083
H 2.682555 -7.518040 -1.561569 0.03 -0.05 -0.03 0.124
H 0.226384 -6.196343 -0.303618 0.03 -0.05 -0.03 0.084
H 0.842402 -7.814244 0.041962 -0.01 0.05 -0.03 0.072
H 0.154286 -7.443525 -1.552125 0.05 0.02 0.05 0.071
H 1.608856 -6.190123 -3.266338 -0.07 -0.02 -0.03 0.116
H 3.089094 -5.397291 -2.709971 0.04 0.03 -0.04 0.126
H 2.746098 -3.165888 -1.237450 -0.17 -0.02 -0.07 -0.015
```
Forces are in eV/Å.

Calculated values
- multiplicity = 2
- HOMO level (spin up / spin down) (Eh) = -0.008 / -0.055
- expectation value of S² = 0.767
- lowest unoccupied orbital energy (spin up / spin down) (eV) = 4.29 / 4.28
- total charge = -2
- relative energy (zero: lowest compared OMol25 entry of this formula, charge and spin) (kJ/mol) = 62.96
- frontier orbital gap (spin up / spin down) (eV) = 4.49 / 5.79

---

3.
Below is C4H7NO2 in the gas phase, with properties calculated with wB97M-V/def2-TZVPD.

Geometry as XYZ:
```
14
Properties=species:S:1:pos:R:3:forces:R:3:lowdin_charge:R:1
O -0.671301 -0.968320 1.232065 -0.17 -0.32 0.13 -0.018
C -0.736364 -0.535679 -0.108309 -0.19 0.02 -0.30 -0.299
C -1.159830 0.936795 -0.199292 -0.30 0.06 0.07 -0.127
N 0.160567 1.323145 -0.749178 0.15 0.13 0.08 0.013
C 0.635237 -0.059958 -0.680967 0.15 -0.21 0.03 -0.260
C 1.683934 -0.400701 0.340318 0.22 0.22 0.09 -0.228
O 2.040182 0.345435 1.215975 0.06 -0.17 -0.38 0.072
H -0.991119 -1.872579 1.293492 0.05 0.03 0.03 0.100
H -1.262788 -1.262848 -0.731644 -0.06 0.19 0.03 0.145
H -1.375385 1.341899 0.794730 -0.02 -0.05 -0.15 0.122
H -1.993133 1.147026 -0.880424 0.16 0.02 0.13 0.108
H 0.689784 1.916518 -0.115281 -0.07 -0.05 -0.07 0.102
H 0.904334 -0.472167 -1.662305 0.01 -0.04 0.18 0.140
H 2.075878 -1.438566 0.250820 0.01 0.17 0.13 0.131
```
Forces are in eV/Å.

Calculated values
- HOMO level (Eh) = -0.342
- lowest unoccupied orbital energy (eV) = 0.60
- total charge = 0
- relative energy (zero: lowest compared OMol25 entry of this formula, charge and spin) (kJ/mol) = 230.59
- frontier orbital gap (eV) = 9.90

---

4.
Below is 3 unconnected molecules or ions with the total composition C40H58F15N6O6S3 at a distorted geometry, with properties calculated with wB97M-V/def2-TZVPD.

Geometry as XYZ:
```
128
Properties=species:S:1:pos:R:3:forces:R:3:lowdin_charge:R:1
C -3.021003 -9.163629 5.706641 1.32 -0.14 -0.40 -0.071
C -1.569771 -9.259204 4.978620 -1.25 0.15 0.20 -0.253
O -0.661659 -8.199730 5.411495 0.38 -1.48 -0.87 -0.202
C 0.633896 -8.524695 4.850191 -0.52 1.14 0.11 -0.161
C 1.313666 -7.107246 4.409854 1.92 -2.65 0.16 -0.115
O 0.385753 -5.984392 4.528545 1.55 2.40 -2.49 -0.019
C 0.632561 -5.010232 3.556597 -1.60 2.04 -5.22 -0.080
C -0.074119 -4.814924 2.203387 0.88 -2.07 4.06 0.016
C -1.213464 -5.879121 1.876613 -0.91 -0.53 -1.34 -0.210
C -2.590013 -5.616370 2.659876 0.19 0.87 0.45 -0.011
F -0.803145 -7.233994 2.227303 0.16 2.42 -0.43 -0.042
N 0.461370 -3.674959 1.486098 0.88 -1.62 4.29 -0.034
S -0.175978 -3.252781 -0.056762 3.68 -1.70 -8.93 0.874
O -0.031359 -4.484846 -0.928651 -1.35 2.82 4.08 -0.244
O 0.504402 -2.138429 -0.772301 -1.92 -1.71 3.90 -0.226
C -2.013790 -2.857572 -0.067058 -3.48 0.36 -1.10 -0.300
F -2.256499 -2.263518 -1.345312 1.12 -1.46 3.24 0.096
F -2.844820 -3.991139 -0.012172 2.50 2.30 -0.15 0.091
C -2.489202 -1.847891 1.086645 -1.03 -0.92 2.09 -0.210
F -3.263885 -2.628812 2.010183 1.86 1.82 -2.07 0.078
F -1.395021 -1.349222 1.830132 -1.99 -0.89 -1.76 0.082
C -3.445022 -0.657818 0.608493 -2.53 1.08 1.51 -0.177
F -4.010068 -0.104161 1.805624 1.55 -1.41 -2.56 0.092
F -4.573850 -1.104884 -0.141114 3.33 0.63 1.70 0.111
C -2.708719 0.556217 -0.135904 -0.19 2.87 -2.56 -0.297
F -3.405400 0.770525 -1.362819 1.80 -0.73 2.92 0.081
F -2.807124 1.790626 0.563178 0.52 -3.68 -1.52 0.116
F -1.369196 0.318018 -0.476793 -3.03 0.28 1.23 0.109
C 1.531590 -3.145734 2.306852 -0.61 -1.59 1.20 0.019
C 2.466401 -1.918399 1.931132 2.14 0.52 -0.40 -0.179
F 3.018407 -2.009788 0.617068 -2.05 0.08 3.23 0.101
F 3.628602 -1.858427 2.773989 -3.01 -0.85 -1.45 0.075
C 1.739858 -0.476388 2.173222 1.55 2.94 0.10 -0.318
F 1.129642 0.036788 1.026579 0.93 -1.69 3.18 0.120
F 2.803340 0.427894 2.482614 -2.74 -2.13 -0.79 0.094
F 0.914126 -0.478763 3.322079 1.49 -0.36 -3.16 0.099
N 1.598078 -3.919055 3.497021 -1.37 -1.12 -0.81 0.089
C 2.499994 -3.862391 4.686399 2.73 1.24 1.00 -0.110
C 2.236438 -2.630468 5.680693 1.05 -0.29 -0.06 -0.211
C 3.574059 -2.445127 6.596507 -0.24 0.21 -1.28 -0.442
S 3.339829 -0.779242 7.442620 1.18 0.38 -0.48 0.858
C 4.870481 0.207654 7.149444 1.47 -0.31 -0.48 -0.999
S 6.334603 -0.433753 6.647025 -2.19 0.80 0.78 0.676
N 4.760936 1.662528 7.412391 -0.53 -1.72 -0.07 -0.233
C 3.943962 2.498261 6.569395 1.67 3.96 4.10 -0.036
C 4.134634 3.865104 7.278832 0.84 -4.85 -0.37 -0.097
N 5.011297 3.685482 8.420217 -0.39 -3.14 -1.53 -0.005
C 5.422320 2.311725 8.525729 -3.25 3.94 -3.13 -0.079
H -3.653354 -8.396304 5.137462 0.74 -1.18 1.07 0.068
H -2.886246 -8.870377 6.814710 -0.30 -0.48 -1.85 0.092
H -3.465112 -10.221564 5.627248 0.41 1.78 0.17 0.087
H -1.077623 -10.257703 5.227207 -0.76 1.15 -0.50 0.126
H -1.722898 -9.104590 3.842743 0.29 -0.67 1.66 0.121
H 0.496130 -9.172184 3.919357 0.37 0.86 1.25 0.126
H 1.262958 -9.070097 5.647216 -0.75 0.88 -1.36 0.146
H 2.243857 -6.995223 5.078295 -1.53 0.43 -0.86 0.129
H 1.711077 -7.271916 3.347539 -0.85 0.72 1.34 0.144
H -1.338127 -5.908024 0.729621 0.06 0.02 1.88 0.143
H -2.452602 -4.667422 3.293801 -0.40 -1.45 -0.87 0.091
H -2.867009 -6.464138 3.372145 0.79 1.00 -1.10 0.095
H -3.475836 -5.448450 1.965609 1.38 -0.26 0.75 0.090
H 3.575247 -3.764140 4.272869 -1.77 -0.10 0.65 0.149
H 2.508637 -4.816022 5.318428 -0.64 1.11 -1.50 0.139
H 1.337502 -2.843597 6.346363 1.01 0.52 -1.09 0.129
H 2.161450 -1.676916 5.063167 -0.29 -1.26 0.99 0.087
H 3.724407 -3.294859 7.338738 -0.17 1.28 -0.90 0.098
H 4.463048 -2.367499 5.868533 -1.13 -0.05 1.38 0.058
H 3.318191 2.212679 5.670312 1.22 0.02 1.51 0.111
H 3.633800 4.829962 6.937833 1.14 -1.46 0.89 0.100
H 6.088810 1.825858 9.320789 -1.29 0.82 -1.67 0.143
C -6.327751 5.515677 -4.399391 -0.22 -0.17 0.40 -0.042
C -5.093172 5.333644 -5.318310 -1.88 0.91 -0.12 -0.479
C -5.323944 4.145171 -6.279340 0.37 -0.26 0.05 -0.134
C -5.211892 2.784097 -5.597394 -0.07 0.01 0.03 -0.182
C -3.898377 2.662723 -4.832382 -0.07 0.14 -0.39 -0.134
C -3.665284 3.826941 -3.847680 -0.05 -1.04 1.86 -0.477
N -3.863298 5.163897 -4.482044 2.59 -0.73 -3.35 -0.045
O -2.787806 5.401644 -5.281245 -1.71 0.05 1.81 -0.019
C -4.605516 3.671363 -2.628882 -0.37 -0.02 0.01 -0.037
C -2.254720 3.674157 -3.222726 0.25 0.46 -0.62 -0.046
C -5.066291 6.638886 -6.155704 0.77 -0.09 0.00 -0.046
H -6.057052 5.997267 -3.453141 0.04 -0.12 -0.16 0.090
H -7.087288 6.155366 -4.856823 0.24 -0.08 -0.16 0.082
H -6.839169 4.577857 -4.171705 0.13 0.05 0.05 0.065
H -4.592858 4.180806 -7.096397 0.04 0.16 0.16 0.125
H -6.308844 4.230256 -6.750197 0.06 0.23 0.15 0.127
H -6.060066 2.620666 -4.924763 0.04 0.04 0.00 0.102
H -5.269813 1.992552 -6.351349 -0.01 0.07 0.06 0.115
H -3.883993 1.707409 -4.295600 0.08 0.21 0.17 0.118
H -3.076526 2.613996 -5.557094 0.02 0.20 0.11 0.125
H -4.511530 4.522058 -1.948155 0.01 -0.01 -0.13 0.096
H -4.356060 2.771657 -2.059701 0.16 0.17 -0.21 0.060
H -5.654949 3.560210 -2.890649 0.02 0.12 -0.05 0.060
H -1.459006 3.653863 -3.973265 -0.23 0.19 0.01 0.067
H -2.175661 2.734024 -2.668191 -0.32 0.07 -0.10 0.066
H -2.042724 4.487864 -2.523064 -0.05 0.00 -0.11 0.096
H -4.917009 7.513559 -5.514613 0.03 -0.13 -0.03 0.092
H -6.014208 6.776161 -6.684701 0.01 -0.26 0.25 0.085
H -4.288412 6.637406 -6.922776 0.07 -0.07 0.25 0.077
C 3.483482 5.543007 -4.172540 -0.46 0.16 0.07 -0.041
C 4.338227 4.255293 -4.286913 0.18 2.03 -0.56 -0.479
C 4.155444 3.625808 -5.686811 -0.11 -0.45 0.09 -0.134
C 2.806952 2.933915 -5.868490 -0.04 0.09 0.00 -0.181
C 2.550431 1.933566 -4.746637 0.34 0.05 -0.23 -0.136
C 2.701357 2.552715 -3.341985 -2.00 -0.14 0.73 -0.481
N 3.977363 3.311295 -3.182468 2.56 -3.17 -1.41 -0.046
O 4.984178 2.401961 -3.074321 -1.69 1.77 0.44 -0.024
C 1.494186 3.475767 -3.049872 -0.08 0.24 -0.19 -0.042
C 2.548959 1.428239 -2.284666 0.78 -0.11 -0.06 -0.049
C 5.795612 4.773541 -4.172545 0.15 -0.69 0.34 -0.047
H 3.217877 5.758096 -3.131463 0.04 -0.13 -0.15 0.090
H 4.020387 6.423786 -4.534863 0.13 -0.27 -0.03 0.083
H 2.563092 5.504445 -4.759179 0.03 -0.07 0.13 0.068
H 4.946888 2.888246 -5.868664 0.01 0.08 0.21 0.124
H 4.272147 4.392232 -6.460029 0.06 0.10 0.26 0.127
H 1.999559 3.671892 -5.911667 0.03 -0.02 0.04 0.104
H 2.790503 2.414294 -6.831772 0.00 0.06 0.08 0.115
H 1.546096 1.512048 -4.866097 0.04 0.09 0.26 0.123
H 3.246012 1.093542 -4.863145 0.06 0.12 0.19 0.124
H 1.610944 3.984160 -2.088616 0.08 -0.03 -0.09 0.095
H 0.565963 2.897718 -3.000596 0.26 -0.13 0.01 0.066
H 1.319796 4.229233 -3.813969 0.09 0.03 0.04 0.060
H 3.275652 0.621118 -2.418986 0.05 0.26 0.00 0.077
H 1.559795 0.964605 -2.352244 0.01 0.28 -0.19 0.076
H 2.660401 1.822351 -1.270105 0.05 0.05 -0.10 0.083
H 5.970642 5.241205 -3.198335 -0.06 -0.10 -0.07 0.091
H 5.997492 5.526438 -4.940352 -0.35 -0.10 0.05 0.085
H 6.540333 3.987115 -4.315770 -0.20 -0.04 0.17 0.076
```
Forces are in eV/Å.

Calculated values
- multiplicity = 3
- HOMO level (spin up / spin down) (Eh) = -0.374 / -0.381
- expectation value of S² = 2.009
- lowest unoccupied orbital energy (spin up / spin down) (eV) = -5.41 / -5.41
- total charge = +1
- frontier orbital gap (spin up / spin down) (eV) = 4.76 / 4.95

---

Computed DFT total energy, in the same sequence as the records: -11240.89077 -137333.54448 -9844.88980 -136890.30859 eV.